Entry 1:
Entry from the OMol25 dataset: a cluster of 2 separate species, C39H38N2OP in total in a non-equilibrium geometry (wB97M-V/def2-TZVPD).

```
81
Properties=species:S:1:pos:R:3:forces:R:3:lowdin_charge:R:1
C -5.743 2.520 0.540 -0.549 0.035 -0.121 -0.04
C -4.610 1.567 0.227 0.542 -0.797 -0.453 -0.59
C -3.342 2.020 0.704 0.286 -0.926 0.506 -0.22
P -1.994 0.955 1.084 -0.411 0.813 -0.472 1.07
C -2.062 -0.706 0.355 -0.153 -0.456 -0.124 -0.28
C -1.942 -0.842 -1.036 -0.069 0.094 0.127 -0.07
C -1.989 -2.100 -1.628 0.003 0.013 0.214 -0.06
C -2.166 -3.244 -0.844 -0.058 0.311 0.154 -0.06
C -2.291 -3.118 0.540 0.025 0.095 -0.078 -0.06
C -2.234 -1.859 1.142 0.128 0.398 -0.189 -0.05
C -0.556 1.810 0.392 0.712 -0.126 -0.020 -0.31
C 0.562 1.113 -0.088 0.003 0.433 0.084 -0.09
C 1.650 1.825 -0.601 -0.103 0.033 -0.079 -0.08
C 1.612 3.219 -0.681 -0.122 -0.183 0.104 -0.08
C 0.514 3.912 -0.165 -0.115 -0.107 0.068 -0.08
C -0.555 3.214 0.395 0.194 -0.213 -0.241 -0.08
C -1.537 0.685 2.833 -0.137 0.018 0.669 -0.29
C -0.188 0.600 3.225 -0.220 -0.092 0.010 -0.06
C 0.153 0.284 4.543 -0.141 0.050 -0.134 -0.07
C -0.843 0.065 5.495 -0.139 0.052 -0.335 -0.07
C -2.186 0.177 5.123 0.045 0.020 -0.114 -0.07
C -2.537 0.492 3.809 0.361 0.025 -0.263 -0.08
O -4.797 0.505 -0.411 -0.186 0.992 0.602 -0.04
H -6.008 2.428 1.602 0.060 0.019 -0.213 0.09
H -5.475 3.567 0.350 0.036 -0.228 0.079 0.08
H -6.616 2.267 -0.063 0.019 0.007 0.102 0.07
H -3.307 3.026 1.122 0.104 -0.349 0.161 0.06
H -1.818 0.056 -1.644 -0.025 -0.349 0.139 0.10
H -1.880 -2.189 -2.707 -0.023 0.012 0.200 0.09
H -2.214 -4.224 -1.316 0.039 0.215 0.152 0.11
H -2.429 -4.002 1.162 0.036 0.224 -0.165 0.11
H -2.309 -1.764 2.225 -0.017 -0.095 -0.274 0.10
H 0.591 0.022 -0.055 -0.038 0.309 -0.037 0.12
H 2.528 1.280 -0.949 -0.214 0.154 0.015 0.11
H 2.435 3.767 -1.139 -0.143 -0.142 0.184 0.11
H 0.482 5.001 -0.186 0.088 -0.260 -0.009 0.11
H -1.398 3.755 0.821 0.252 -0.089 -0.193 0.10
H 0.602 0.778 2.496 -0.178 -0.067 0.210 0.10
H 1.204 0.209 4.823 -0.286 0.042 -0.082 0.11
H -0.577 -0.193 6.519 -0.074 0.084 -0.248 0.11
H -2.972 0.012 5.857 0.163 0.056 -0.121 0.11
H -3.586 0.589 3.527 0.207 -0.047 0.067 0.11
C -9.120 6.657 -2.036 -0.042 0.335 0.151 -0.04
N -8.833 5.397 -2.689 0.458 -0.171 -0.087 -0.18
C -9.992 4.650 -3.141 -0.039 -0.383 0.039 -0.05
C -7.603 4.806 -2.618 -0.141 0.114 0.014 -0.20
C -7.466 3.405 -2.820 0.205 -0.261 -0.038 0.00
C -6.228 2.798 -2.726 -0.112 0.217 -0.443 -0.04
C -5.030 3.543 -2.567 -0.217 0.076 0.683 -0.22
C -3.736 2.925 -2.613 -0.806 0.099 -1.278 0.10
C -3.427 1.864 -3.464 0.312 -0.179 0.050 -0.11
C -2.073 1.376 -3.727 -0.130 -0.647 -0.035 -0.14
C -0.813 1.864 -3.419 0.446 -0.220 -0.156 -0.01
C 0.307 1.105 -3.795 -0.344 0.167 0.176 -0.06
C 0.168 -0.136 -4.436 -0.492 -0.025 -0.244 -0.05
C -1.100 -0.607 -4.818 0.328 0.139 0.177 -0.01
C -2.193 0.177 -4.466 0.280 0.437 0.238 -0.18
N -3.551 -0.014 -4.744 -0.862 1.218 0.628 -0.05
C -4.106 -1.154 -5.447 -0.414 -0.357 -0.206 0.01
C -4.280 0.998 -4.205 1.035 -0.705 -0.139 0.08
C -5.173 4.946 -2.343 -0.213 -0.322 0.285 -0.01
C -6.418 5.552 -2.335 0.380 -0.024 -0.103 0.00
H -8.228 7.277 -1.974 -0.259 -0.004 -0.035 0.07
H -9.883 7.197 -2.606 0.196 -0.053 0.062 0.09
H -9.504 6.510 -1.015 0.086 -0.048 -0.170 0.11
H -9.745 4.081 -4.047 -0.133 0.208 0.166 0.09
H -10.347 3.938 -2.378 0.011 0.171 -0.134 0.10
H -10.804 5.349 -3.368 0.251 -0.175 0.031 0.09
H -8.348 2.788 -3.016 0.423 0.257 0.303 0.11
H -6.167 1.710 -2.741 -0.120 0.346 0.159 0.11
H -2.902 3.375 -2.079 -0.086 0.186 -0.150 0.13
H -0.724 2.827 -2.922 0.239 -0.220 0.027 0.11
H 1.307 1.480 -3.583 -0.285 -0.098 0.020 0.10
H 1.060 -0.723 -4.668 -0.357 0.221 0.022 0.11
H -1.235 -1.546 -5.359 0.230 0.298 0.173 0.11
H -3.287 -1.767 -5.838 -0.310 0.176 0.097 0.09
H -4.724 -1.755 -4.763 0.319 0.153 -0.208 0.11
H -4.738 -0.823 -6.282 0.263 -0.054 0.208 0.11
H -5.349 1.063 -4.361 0.262 -0.204 -0.057 0.14
H -4.268 5.545 -2.193 -0.410 -0.144 -0.015 0.13
H -6.483 6.629 -2.167 0.147 -0.501 -0.093 0.10
```
Positions in Å, forces in eV/Å.

## Properties
Frontier orbital gap, eV: 5.628
Charge: +1
Electronic energy, eV: -55369.721
Relative energy (zero: lowest compared OMol25 entry of this formula, charge and spin), kcal/mol: 0.0
HOMO level, eV: -9.7

=====

Entry 2:
Entry from the OMol25 dataset: a structure of composition C39H39AgClGeN2O2S (wB97M-V/def2-TZVPD).

```
86
Properties=species:S:1:pos:R:3:forces:R:3:lowdin_charge:R:1
Ag -0.323 -0.931 -0.533 -0.199 0.193 -0.337 0.70
Cl -7.705 -1.311 0.683 0.095 -0.017 -0.050 0.61
C -6.067 -1.372 0.072 -0.123 -0.184 -0.179 -0.68
C -5.753 -2.212 -1.010 -0.047 0.009 0.033 -0.11
C -4.467 -2.279 -1.474 0.009 0.031 -0.009 -0.02
C -3.395 -1.508 -0.920 0.113 0.019 0.062 -0.38
O -2.214 -1.693 -1.397 -0.318 0.051 0.085 -0.20
C -3.760 -0.619 0.152 0.061 -0.073 0.056 -0.13
C -2.870 0.277 0.865 -0.293 -0.170 0.062 -0.11
N -1.752 0.734 0.454 0.528 0.412 0.094 0.04
C -1.024 1.651 1.233 -0.045 -0.264 -0.126 -0.22
C -1.623 2.710 1.871 -0.030 0.116 0.058 -0.01
C -0.876 3.682 2.576 -0.191 -0.094 -0.090 -0.07
C 0.481 3.609 2.617 0.090 0.033 0.034 -0.04
C 1.145 2.545 1.958 -0.020 -0.060 -0.015 -0.16
C 2.553 2.445 1.960 0.031 0.099 0.098 -0.01
C 3.166 1.408 1.331 0.103 -0.187 -0.051 -0.05
C 2.361 0.440 0.698 0.121 -0.040 -0.012 -0.15
N 1.055 0.490 0.673 -0.367 0.402 0.261 0.06
C 0.410 1.548 1.277 0.155 -0.209 -0.059 -0.15
C -5.088 -0.616 0.639 0.198 0.157 0.079 -0.09
H -6.536 -2.811 -1.464 0.079 0.049 0.040 0.10
H -4.209 -2.938 -2.297 -0.035 0.060 0.086 0.11
H -3.225 0.578 1.859 -0.098 0.032 0.006 0.13
H -2.699 2.813 1.794 0.058 0.031 0.022 0.11
H -1.393 4.500 3.063 -0.008 -0.056 -0.023 0.11
H 1.070 4.356 3.143 -0.058 -0.102 -0.098 0.12
H 3.133 3.211 2.465 -0.029 -0.021 -0.030 0.12
H 4.244 1.315 1.301 -0.053 0.000 -0.017 0.11
H 2.821 -0.405 0.190 -0.028 0.097 0.055 0.12
H -5.337 0.031 1.475 0.037 -0.045 -0.040 0.11
C 1.188 -6.346 3.491 -0.055 -0.019 -0.006 -0.11
C 1.309 -5.195 2.494 -0.047 -0.007 0.126 -0.30
C 0.148 -4.207 2.621 -0.029 -0.114 0.109 -0.36
S 0.566 -2.610 1.911 -0.437 0.253 -0.003 0.91
O -0.747 -1.869 1.743 0.598 -0.425 0.154 -0.57
C 1.420 -1.894 3.370 0.031 0.082 -0.024 -0.32
C 0.543 -0.882 4.109 -0.019 -0.164 0.133 -0.29
C -0.279 -1.499 5.241 0.027 -0.017 -0.081 -0.10
H 2.014 -7.053 3.380 -0.073 0.063 0.004 0.07
H 0.252 -6.895 3.343 0.102 0.063 0.022 0.08
H 1.197 -5.974 4.521 -0.003 -0.038 -0.101 0.07
H 1.337 -5.586 1.476 0.043 0.046 -0.036 0.11
H 2.262 -4.677 2.654 -0.049 -0.025 0.007 0.10
H -0.138 -4.045 3.663 -0.044 -0.038 -0.064 0.09
H -0.735 -4.511 2.059 0.002 -0.120 0.028 0.10
H 2.325 -1.427 2.977 -0.077 0.017 0.017 0.07
H 1.716 -2.735 4.006 0.029 0.136 -0.044 0.09
H -0.138 -0.420 3.394 0.019 0.079 -0.076 0.08
H 1.188 -0.091 4.493 0.036 0.006 0.063 0.11
H -1.023 -2.199 4.850 0.053 0.048 0.015 0.07
H -0.817 -0.728 5.795 0.016 -0.026 -0.038 0.07
H 0.359 -2.035 5.949 -0.033 0.020 -0.028 0.08
C -2.445 1.222 -2.970 -0.316 -0.072 0.163 -0.23
Ge -0.626 0.707 -2.524 0.337 0.018 -0.291 0.95
C 0.156 0.023 -4.194 0.094 -0.269 -0.121 -0.34
C 0.216 0.822 -5.339 0.061 -0.067 0.038 -0.11
C 0.739 0.324 -6.528 -0.005 -0.037 0.076 -0.09
C 1.208 -0.984 -6.590 -0.027 0.032 0.070 -0.10
C 1.152 -1.793 -5.462 -0.038 0.102 0.054 -0.09
C 0.629 -1.291 -4.272 -0.019 0.219 -0.282 -0.13
C 0.310 2.349 -1.973 0.297 -0.038 0.147 -0.25
C -0.456 3.390 -1.511 0.056 0.176 0.038 -0.11
C 0.127 4.558 -0.954 -0.090 -0.112 -0.037 -0.07
C 1.483 4.674 -0.868 0.032 -0.010 -0.009 -0.04
C 2.326 3.633 -1.340 -0.014 -0.040 -0.051 -0.18
C 3.742 3.750 -1.280 -0.097 0.025 0.010 -0.05
C 4.550 2.747 -1.730 -0.018 -0.126 -0.068 -0.09
C 3.979 1.561 -2.252 0.066 0.111 0.080 -0.08
C 2.622 1.420 -2.320 -0.199 0.213 0.081 -0.05
C 1.743 2.456 -1.883 0.008 0.037 -0.037 -0.18
H -2.410 1.994 -3.745 -0.041 -0.053 0.060 0.03
H -2.988 1.599 -2.098 0.044 -0.055 -0.137 0.01
H -2.972 0.343 -3.352 0.052 0.126 0.032 0.03
H -0.139 1.850 -5.302 0.027 -0.095 -0.012 0.10
H 0.782 0.957 -7.406 -0.001 -0.017 0.026 0.10
H 1.613 -1.371 -7.518 -0.016 0.020 0.042 0.10
H 1.514 -2.815 -5.509 -0.027 0.052 0.008 0.10
H 0.578 -1.928 -3.398 -0.012 -0.054 0.059 0.08
H -1.542 3.325 -1.562 0.171 0.022 0.040 0.09
H -0.514 5.353 -0.586 0.043 -0.062 -0.045 0.11
H 1.938 5.564 -0.437 -0.043 -0.101 -0.062 0.11
H 4.172 4.663 -0.877 -0.048 -0.063 -0.025 0.11
H 5.629 2.857 -1.697 -0.056 -0.017 0.013 0.10
H 4.623 0.761 -2.602 -0.040 0.059 0.012 0.10
H 2.196 0.509 -2.719 -0.008 -0.014 -0.042 0.08
```
Positions in Å, forces in eV/Å.

## Properties
Frontier orbital gap (alpha / beta), eV: 6.200 / 6.363
Charge: 0
Electronic energy, eV: -132023.324
HOMO level (alpha / beta), eV: -6.4 / -6.9
Spin multiplicity: 2
<S²>: 0.756